Entry from OMol25: a gas-phase ion, C3H3O3 (charge -1) at a distorted geometry (the ωB97M-V functional and the def2-TZVPD basis).

```
9
C3H3O3, DFT the ωB97M-V functional and the def2-TZVPD basis
O -1.196 1.695 -1.139
O -2.044 -0.394 -0.691
O -0.263 0.239 1.904
C -1.292 0.563 -0.645
C -0.157 0.193 0.687
C 1.093 -0.482 0.098
H 1.040 -1.587 0.236
H 1.844 0.033 0.535
H 0.975 -0.262 -0.985
```

Charge: -1
SMILES string: CC(=O)C(=O)[O-]
Largest force on an atom, eV/Å: 4.49
HOMO energy, eV: -3.22

natural (NBO) atomic charge list, values in e, 5 entries: O -0.75; O -0.73; O -0.63; C 0.75; C 0.47


Entry from OMol25: a molecular structure, C29H54As2BiN8O5S2 (the ωB97M-V functional and the def2-TZVPD basis).

```
101
C29H54As2BiN8O5S2, DFT the ωB97M-V functional and the def2-TZVPD basis
Bi -0.679 -0.955 1.222
As -5.439 0.882 0.932
As 0.816 2.360 2.263
S 5.408 3.349 -3.021
S -3.364 0.674 1.392
O 5.949 2.043 -3.301
O -1.032 2.287 -3.628
O 0.950 2.947 -4.204
O 0.686 0.674 2.274
O 6.000 4.145 -1.988
N -0.720 -1.252 3.620
N 1.104 -2.291 1.805
N -0.160 -2.634 -0.487
N 0.823 0.118 -0.725
N 2.040 1.187 -2.228
N -1.777 -3.117 1.953
N -3.217 -2.152 -0.916
N 0.178 2.308 -3.519
C -2.225 -2.096 -1.697
C -0.023 0.806 -1.538
C 0.808 -4.177 -2.543
C 3.662 3.053 -2.491
C 3.029 -3.668 1.239
C -2.487 -2.947 3.246
C -2.374 -1.286 -2.964
C 0.447 2.980 4.048
C 2.057 0.367 -1.161
C -2.557 -3.872 0.941
C -0.432 -3.581 -2.643
C -0.436 3.242 1.097
C 0.710 1.467 -2.480
C 3.301 -0.200 -0.577
C 0.334 -2.167 4.091
C -3.563 -2.999 0.199
C 2.642 2.800 1.828
C 1.045 -3.221 -0.364
C -0.899 -2.802 -1.581
C -6.333 -0.588 0.050
C 1.556 -2.080 3.173
C -6.443 1.166 2.557
C 6.669 4.685 -5.001
C 1.563 -3.998 -1.388
C 3.228 1.666 -2.944
C -5.716 2.411 -0.208
C 1.722 -3.012 0.941
C -2.106 -1.633 3.951
C 5.272 4.297 -4.540
H -4.348 -3.654 -0.192
H -0.140 3.157 0.055
H -3.088 -0.482 -2.801
H -2.279 -3.800 3.893
H -5.237 2.237 -1.170
H -0.937 -3.656 2.133
H 3.713 -2.955 1.700
H 7.164 5.299 -4.251
H -0.628 2.950 4.224
H 1.992 -1.081 3.239
H 3.690 -1.005 -1.206
H -0.053 -3.186 4.076
H 0.961 2.342 4.764
H -6.788 2.544 -0.350
H -1.049 -3.719 -3.521
H 3.030 1.662 -4.012
H -2.750 -0.832 3.591
H 2.878 2.467 0.820
H -5.712 -1.014 -0.733
H -6.158 2.110 3.014
H 2.297 -2.812 3.491
H 0.800 4.004 4.164
H -6.608 -1.348 0.779
H 6.603 5.257 -5.924
H -6.248 0.355 3.256
H -3.560 -2.934 3.066
H 3.037 3.843 -2.901
H -3.114 -4.674 1.432
H 7.276 3.800 -5.186
H 1.192 -4.781 -3.354
H -0.515 -0.308 3.934
H 0.637 -1.949 5.117
H 4.041 0.969 -2.755
H 2.885 -4.491 1.945
H 2.527 -4.478 -1.312
H 4.089 0.548 -0.491
H 3.075 -0.594 0.411
H 4.661 5.165 -4.293
H 3.503 -4.079 0.356
H 3.288 2.288 2.540
H -1.431 -0.882 -3.331
H -7.504 1.185 2.307
H 3.706 3.144 -1.405
H -1.424 2.802 1.243
H 4.756 3.651 -5.251
H -2.249 -1.740 5.029
H -5.292 3.300 0.253
H -7.242 -0.172 -0.384
H 2.800 3.875 1.907
H -1.868 -4.349 0.248
H -2.789 -1.926 -3.747
H -0.461 4.296 1.378
H -4.054 -2.344 0.924
H -1.095 0.808 -1.407
```

Charge: +3
Largest force on an atom, eV/Å: 0.60
HOMO energy, eV: -15.88

Löwdin atomic charge list, values in e, 5 entries: Bi 1.80; As 0.72; As 1.05; S 0.66; S 0.02


Entry from OMol25: 5 unconnected molecules or ions with the total composition C24H58NO13P at a distorted geometry (the ωB97M-V functional and the def2-TZVPD basis).

```
97
C24H58NO13P, DFT the ωB97M-V functional and the def2-TZVPD basis
P 4.208 3.944 -4.700
O -4.183 -1.328 0.202
O 4.419 0.266 -6.040
O 4.978 -2.441 -3.664
O 2.733 3.639 5.693
O -0.326 0.336 -1.558
O -5.464 -0.141 7.862
O 1.787 0.499 0.495
O -5.474 -3.659 -1.068
O 3.597 4.385 -3.152
O 1.437 1.308 4.428
O -5.878 -0.696 4.993
O 4.018 5.230 -5.818
O 2.074 2.310 -4.365
N 5.148 -3.283 -5.908
C 0.175 1.871 4.758
C 3.118 -1.788 -5.235
C -6.737 -3.102 -0.735
C -4.627 -2.731 -1.741
C 2.287 2.233 3.752
C 1.074 3.291 -4.710
C 4.488 -2.530 -4.817
C 1.989 0.059 -0.847
C 4.132 1.105 -4.908
C -4.286 -1.988 1.455
C 3.333 2.818 4.693
C -6.576 -0.974 8.154
C 6.628 -3.233 -5.651
C 4.713 -4.716 -5.815
C -1.060 1.312 -0.832
C 3.345 -0.648 -6.329
C 3.226 2.393 -5.269
C 2.627 2.980 6.946
C -4.641 -0.288 5.573
C 1.062 -0.442 1.273
C 1.020 0.738 -1.806
C -6.835 0.355 4.962
C -4.513 -0.775 7.011
C -3.582 -2.145 -0.800
H 2.796 1.680 2.957
H -4.526 0.801 5.518
H -1.987 0.853 -0.487
H -4.712 -2.990 1.353
H -0.439 1.957 3.856
H -2.981 -2.940 -0.343
H -4.613 -1.865 7.063
H 1.903 -1.031 -0.914
H 6.894 -2.125 -5.518
H 1.263 0.434 -2.828
H 2.340 -0.134 -6.551
H 6.861 -3.859 -4.727
H -3.521 -0.511 7.387
H -0.324 1.200 5.458
H 3.628 -1.181 -7.310
H 4.721 -5.108 -4.740
H -1.308 2.151 -1.491
H -6.989 -1.432 7.251
H -7.350 -0.362 8.618
H 0.138 3.022 -4.096
H -6.569 1.073 4.179
H -6.906 0.867 5.924
H 4.813 5.794 -5.675
H 1.975 3.573 7.590
H 3.633 -4.761 -6.171
H 2.929 2.426 -6.369
H 1.704 -1.295 1.516
H -6.278 -1.757 8.860
H 2.664 -1.337 -4.289
H -2.909 -1.504 -1.375
H 1.370 4.350 -4.419
H -7.352 -3.015 -1.636
H 5.406 -5.369 -6.459
H 3.010 0.333 -1.124
H 0.280 2.852 5.228
H 1.698 3.029 3.280
H 2.198 1.980 6.844
H 3.614 2.912 7.415
H 2.416 -2.593 -5.623
H -4.117 -3.281 -2.537
H 0.759 0.042 2.203
H 3.971 5.249 -2.877
H 0.771 3.215 -5.804
H 7.130 -3.691 -6.572
H 4.008 3.456 4.117
H 3.931 2.022 5.151
H 5.146 1.523 -4.556
H 1.116 1.829 -1.750
H -7.233 -3.777 -0.037
H -4.939 -1.399 2.101
H -6.636 -2.123 -0.261
H -3.842 -0.739 4.975
H 3.675 0.572 -4.014
H -0.505 1.675 0.036
H -3.298 -2.053 1.921
H -5.219 -1.935 -2.210
H 0.164 -0.793 0.756
H -7.807 -0.077 4.724
```

Charge: 0
SMILES string: CO[C@H](COCCC(=O)N(C)C)P(O)O.COCCOC.COCCOC.COCCOC.COCCOC
Largest force on an atom, eV/Å: 4.20
HOMO energy, eV: -8.18

Löwdin atomic charge list, values in e, 5 entries: P 0.94; O -0.20; O -0.16; O 0.05; O -0.19